# 1
A molecular structure, C27H39F5N9RuSSe. Source: the OMol25 dataset; level of theory: ωB97M-V with the def2-TZVPD basis set.

Its total charge is +2. The value obtained for the total energy is -134379.454 eV. Its spin multiplicity is 2. The LUMO energy (spin up / spin down) comes out at -6.76 / -6.75 eV. The calculation puts the HOMO-LUMO gap (spin up / spin down) at 6.58 / 6.79 eV.

Atoms and positions in Å:
Ru 0.1576 0.1650 -0.0214
Se 2.2969 0.5416 -1.2896
S -0.4464 1.5388 -2.4692
F 7.4462 -0.8654 1.4671
F 6.5850 1.7053 1.4169
F 4.1882 2.2988 0.2774
F 3.6178 -2.2077 -0.8866
F 5.9517 -2.8314 0.3369
N -2.6295 3.5979 -0.5019
N -1.5097 -1.3987 0.0803
N 0.4127 1.4858 -4.9264
N -0.2496 -0.5846 -3.9947
N -0.3827 -3.4027 -0.3035
N -1.6087 1.5444 0.2456
N 0.8179 -0.3091 2.1907
N -0.5925 3.6531 0.3401
N -2.3090 -3.5748 0.7730
C 0.7048 1.1511 -6.3173
C -0.1910 -1.1308 4.1957
C 3.8591 0.0553 -0.3199
C -1.6339 2.8411 0.0107
C 0.3866 -0.1166 4.9585
C 5.5353 -1.5730 0.3124
C 4.6388 1.0419 0.2765
C -0.0166 -1.5380 -5.0739
C -0.4153 -4.7929 0.1349
C -2.6164 -0.6420 0.6477
C -2.7563 0.7029 -0.0256
C 0.0514 -1.1944 2.8394
C 1.4282 0.6279 2.9279
C -1.4457 -2.7047 0.1925
C 4.3393 -1.2477 -0.2979
C 1.2451 0.7548 4.2879
C -0.0432 0.7273 -3.9420
C -1.8664 -4.9547 0.5642
C 0.8935 -2.7988 -0.5911
C -0.8283 5.0287 -0.0650
C 0.0949 0.0266 6.4149
C -3.6765 -3.3840 1.2324
C 5.8517 0.7472 0.8706
C 6.2993 -0.5686 0.8931
C -2.3145 5.0205 -0.4039
C -3.9693 3.2378 -0.9258
C 0.7452 3.2518 0.6805
H -0.3716 -1.9956 2.2487
H 1.5666 -3.5633 -0.9697
H -0.6790 -0.6701 6.7282
H -3.5713 -1.1483 0.5231
H -2.8667 0.5376 -1.1047
H 0.7858 -2.0321 -1.3624
H -0.8211 -1.8741 4.6645
H -0.1426 -5.4581 -0.6830
H 1.2804 0.2340 -6.3911
H -1.9736 -5.5304 1.4817
H 0.2866 -4.9519 0.9610
H 0.9919 -0.1668 7.0056
H 1.0479 -1.7157 -5.2278
H -2.9174 5.4847 0.3816
H -4.6388 3.0630 -0.0803
H -4.3477 -3.0741 0.4297
H 2.1068 1.2885 2.4016
H 0.4728 2.4631 -4.6891
H 1.0920 3.8173 1.5472
H -0.4704 -1.2068 -6.0040
H -4.0306 -4.3417 1.6054
H -0.5874 5.7116 0.7497
H 1.7802 1.5246 4.8270
H -0.2254 1.0422 6.6478
H -3.6750 1.1490 0.3586
H -3.7238 -2.6702 2.0524
H -2.5364 5.5174 -1.3471
H -0.5715 -0.9654 -3.1204
H -2.4413 -0.4834 1.7200
H -0.4791 -2.4807 -4.7949
H 1.4361 3.4204 -0.1504
H -0.2119 1.0572 -6.9004
H -2.4655 -5.4251 -0.2210
H -3.9641 2.3685 -1.5769
H 1.3517 -2.3569 0.3055
H -4.3708 4.0733 -1.4949
H 0.7463 2.1910 0.9358
H -0.2041 5.2861 -0.9268
H 1.2961 1.9566 -6.7423

Results of the Mulliken charge analysis, in e, for atoms 1 through 8: 1.161, -0.330, -0.396, -0.262, -0.273, -0.327, -0.335, -0.277


# 2
A molecular structure, C27H39FIN3O7P. Source: the OMol25 dataset; level of theory: ωB97M-V with the def2-TZVPD basis set.

Its total charge is +1. Its energy relative to the best compared isomer or geometry (same formula, charge and spin) is 86.9 kcal per mole. The value obtained for the total energy is -67526.739 eV. The LUMO energy comes out at -4.94 eV. The calculation puts the HOMO-LUMO gap at 6.78 eV.

Atoms and positions in Å:
I 1.6947 5.6649 -0.9473
P 2.8561 2.7154 -1.6775
F 1.8284 -2.9276 -0.1122
O -2.4611 0.6676 2.2065
O -2.0680 3.3514 2.0028
O 2.4177 3.1869 -3.0461
O 0.7486 -0.9656 3.5967
O -5.0399 2.3156 0.5947
O -1.6877 -1.8673 1.5625
O 4.1108 -1.5823 -5.5996
N 0.8501 3.8827 -0.2536
N 3.6737 -2.4486 -3.4773
N -0.9568 4.3961 4.0039
C -1.0163 -4.1764 -1.6148
C 3.2755 -2.0376 -4.8532
C -1.4891 3.9503 3.0907
C -3.7181 0.4507 1.4841
C 2.1087 -0.3870 -1.4603
C -6.4609 2.3313 0.3577
C 2.5543 0.5558 4.1575
C 1.0252 0.1972 4.3976
C -6.6777 2.4149 -1.2168
C -0.9450 -0.8260 1.0246
C 0.2097 -1.0354 0.0949
C -0.5855 1.6346 0.8059
C 0.9931 0.0650 -0.4960
C -1.0336 -2.4412 2.7184
C -0.9902 3.0165 1.1445
C 1.7770 -2.1753 -5.2667
C -1.3621 0.5244 1.3833
C -0.6064 -1.4162 3.8173
C 0.4744 -2.5576 -0.2259
C -4.7034 1.6513 1.8224
C 3.4387 -0.5697 -0.5860
C 4.4551 -1.2607 -2.9514
C -0.1315 -2.8618 -1.6737
C -0.2448 4.1026 0.5645
C 1.3435 2.6214 -0.6116
C 4.6134 -1.2821 -1.3867
C 0.6009 1.4429 -0.1090
H 2.6411 1.5007 3.5597
H -6.5557 3.4517 -1.6153
H -6.9561 1.3807 0.7062
H 3.0145 0.6592 5.1759
H -7.7285 2.0848 -1.4300
H 1.7224 -2.3762 -6.3629
H -1.7883 -4.1480 -0.7996
H -1.3279 -0.5770 3.9944
H 4.3801 -3.1810 -3.6247
H -0.5630 -1.9980 4.7921
H 3.0106 -0.3033 3.6061
H -4.1660 -0.4968 1.8823
H 3.7466 3.6548 -1.0444
H -1.7877 -3.1317 3.1955
H -6.9416 3.2392 0.8095
H -1.5501 -4.3927 -2.5747
H -5.6142 1.2807 2.3766
H 3.6455 1.5680 -1.8533
H 0.6606 -2.9767 -2.4555
H 1.2605 -1.2037 -5.0171
H -0.0926 -3.2386 0.4604
H -4.2019 2.3703 2.5350
H 1.3259 -2.9891 -4.6468
H 4.0686 -0.2990 -3.3724
H 0.3335 1.0157 4.0458
H -0.5823 5.1392 0.8247
H 3.2292 -1.1261 0.3701
H 4.8053 -2.3236 -0.9975
H 2.2602 0.2578 -2.3632
H -0.1360 -3.0736 2.4821
H 1.9535 -1.4149 -1.9003
H 3.8543 0.4276 -0.2442
H -5.9697 1.7005 -1.7116
H -3.4838 0.4095 0.3922
H 5.5664 -0.7157 -1.1610
H -0.8247 -2.0427 -2.0153
H 5.4958 -1.3810 -3.3755
H -0.3559 -5.0635 -1.3835
H 0.7798 -0.0083 5.4754

Results of the Mulliken charge analysis, in e, for atoms 1 through 8: 0.333, 0.233, -0.376, -0.425, -0.255, -0.639, -0.262, -0.286


# 3
2 unconnected molecules or ions with the total composition C27H39IN5O5. Source: the OMol25 dataset; level of theory: ωB97M-V with the def2-TZVPD basis set.

Its total charge is +1. The value obtained for the total energy is -54404.649 eV. The LUMO energy comes out at -2.64 eV. The calculation puts the HOMO-LUMO gap at 7.84 eV.

Atoms and positions in Å:
I -0.9177 4.3064 -3.4932
O 4.5561 0.1438 0.8778
O -0.5049 -0.3589 -2.8838
O 4.0164 5.3631 -1.4327
O 3.6961 -1.3624 -1.3158
O 3.5865 -0.0726 2.7010
N 3.5718 4.0864 0.5287
N 4.5957 0.3437 2.2469
N 1.3244 -1.2505 -1.7149
N 1.2274 6.0179 -1.3418
N -3.4528 -5.4463 1.2775
C 1.2727 3.5372 -0.6347
C 2.6766 -0.7507 -1.3313
C -1.6989 2.8710 0.6338
C 5.8606 5.1851 0.0843
C -4.3093 -6.7079 1.3979
C -3.7304 -4.5476 2.4593
C 4.5813 1.4061 0.1684
C -2.1486 2.9616 -0.8800
C 0.4184 -0.1519 -2.1490
C -3.8045 -4.6621 0.0013
C -2.0932 -7.4398 0.8517
C -1.7500 -3.7903 -1.2316
C 2.6341 3.2029 -0.1322
C 0.2187 7.1165 -1.4988
C 0.4368 2.4919 -1.3433
C 0.8146 -1.5454 -0.3921
C 4.3596 4.9079 -0.3677
C 3.1306 1.7963 -0.3427
C -2.8674 -4.8328 -1.1895
C 2.3647 0.7487 -1.0191
C -3.5626 -7.7371 0.5783
C -0.9841 2.7401 -1.9489
C -2.0350 -6.0046 1.3750
C 3.0307 4.8064 1.7039
C 0.2990 -1.6948 0.7115
C 0.6758 4.9756 -0.4358
C 0.9962 1.1451 -1.5011
H -5.3228 -6.5058 1.0546
H -4.3298 -6.9932 2.4524
H -3.8637 -3.6060 0.2720
H 0.5848 7.8928 -2.2380
H -1.0315 1.9980 0.8702
H -0.4936 -1.7699 1.4901
H -4.7738 -4.2360 2.4127
H -2.1524 -2.8106 -1.4994
H -2.6478 2.7104 1.2374
H 2.6955 5.8536 1.4185
H 6.2544 6.1450 -0.3377
H -3.0635 -3.6884 2.3950
H -1.2616 1.8097 -2.5295
H 1.9667 6.4762 -0.7891
H 5.9913 5.0798 1.1962
H -1.0074 -4.0609 -1.9839
H -1.6889 -8.1236 1.6005
H -3.5442 -5.1009 3.3790
H -3.4594 -4.6989 -2.0993
H -2.4553 -5.8408 -1.2565
H -1.2352 -3.6791 -0.2777
H 0.7534 5.3554 0.6344
H -3.7877 -7.6162 -0.4840
H -1.7582 -6.0137 2.4304
H -0.4395 4.9424 -0.6386
H -1.3310 -5.3672 0.8494
H 6.4595 4.3562 -0.4131
H -1.4896 -7.5694 -0.0475
H 4.9983 2.1704 0.8850
H -2.6346 3.9534 -1.1382
H -3.8343 -8.7563 0.8528
H -2.9569 2.1877 -1.0367
H -1.2576 3.8303 1.0371
H 5.2704 1.3712 -0.7214
H -0.7632 6.7473 -1.8973
H -0.0144 7.5919 -0.4883
H 2.1412 4.2757 2.1452
H -4.8147 -4.9666 -0.2770
H 3.8116 4.8579 2.5233

Results of the Mulliken charge analysis, in e, for atoms 1 through 8: 0.151, -0.149, -0.524, -0.457, -0.487, -0.278, 0.630, 0.137


# 4
A gas-phase ion, C27H39N4O4 (charge +1). Source: the OMol25 dataset; level of theory: ωB97M-V with the def2-TZVPD basis set.

Its total charge is +1. Its energy relative to the best compared isomer or geometry (same formula, charge and spin) is 12.8 kcal per mole. The value obtained for the total energy is -42775.889 eV. The LUMO energy comes out at -2.19 eV. The calculation puts the HOMO-LUMO gap at 7.91 eV. Its SMILES is CCOc1cc(N2CCOCC2)c(OCC)cc1[NH2+]CC(=O)N1CCN(Cc2ccccc2)CC1.

Atoms and positions in Å:
O 1.9409 -3.0084 2.8694
O 0.3385 -1.4320 -2.2997
O 2.0267 2.1695 0.9099
O 5.4213 -0.6905 5.8246
N 2.9410 -1.0239 4.4759
N 1.0836 0.2542 -0.6688
N -1.9030 -1.1402 -2.1941
N -3.3568 -0.1997 -4.0942
C -6.1014 3.5922 -4.6671
C 2.0443 0.9239 1.4757
C 2.6120 -4.5672 1.0973
C 2.5300 -0.7314 3.2051
C -5.1145 4.4529 -4.2199
C -4.4899 1.8146 -4.8431
C 1.5307 -4.1031 2.0675
C -3.0813 -0.4395 -1.7189
C -3.8137 3.9962 -4.0829
C 1.3934 3.7545 2.6678
C -5.7911 2.2775 -4.9729
C 2.5250 0.5872 2.7312
C -3.5036 2.6856 -4.3950
C -2.1765 -2.1414 -3.2099
C 5.2477 -1.7030 4.8615
C 1.5556 -1.4168 1.0925
C -0.3848 0.2712 -0.8390
C 1.5701 -0.0961 0.6581
C -4.1270 0.3921 -5.1760
C -4.1040 -0.3558 -2.8638
C -2.7215 -1.4508 -4.4695
C 2.0092 -1.7539 2.3517
C 2.4463 3.2977 1.6663
C 3.1345 0.0052 5.4787
C -0.6590 -0.8516 -1.8685
C 4.6098 0.4253 5.5494
C 3.7848 -2.1647 4.7862
H 2.4811 0.8568 5.2970
H 5.8939 -2.5262 5.1680
H -3.0399 4.6679 -3.7402
H 2.8609 -0.4356 6.4432
H -3.4176 -2.1370 -4.9800
H 1.1695 2.9709 3.3876
H -2.9083 -2.8428 -2.8019
H 2.8742 -3.7854 0.3887
H -3.4919 0.3830 -6.0673
H 2.9346 1.3608 3.3552
H 4.9194 0.8856 4.5973
H -0.7259 1.2343 -1.2192
H -0.8774 0.0569 0.1104
H -4.7541 -1.2458 -2.8781
H -2.8103 0.5696 -1.4114
H -5.0341 -0.1923 -5.4015
H -1.2542 -2.6788 -3.4280
H -7.1159 3.9434 -4.7780
H 1.3223 -4.8928 2.7935
H -4.7362 0.5205 -2.7169
H 0.4745 4.0199 2.1511
H 1.1648 -2.1657 0.4236
H 4.7752 1.1327 6.3631
H 1.7576 4.6274 3.2007
H 1.3364 -0.5077 -1.3948
H 3.6794 -2.9406 4.0354
H -3.5068 -0.9696 -0.8596
H 2.6108 4.0742 0.9150
H -5.3565 5.4776 -3.9822
H 5.5662 -1.3391 3.8708
H 2.2570 -5.4339 0.5477
H 0.5978 -3.8694 1.5405
H 3.4800 -2.5619 5.7587
H 3.4009 3.0891 2.1599
H -6.5655 1.6095 -5.3217
H -1.9060 -1.2163 -5.1587
H 3.5074 -4.8466 1.6465
H -2.4911 2.3214 -4.2989
H 1.5106 1.1559 -0.9010

Results of the Mulliken charge analysis, in e, for atoms 1 through 8: -0.585, -0.757, -0.581, -0.415, -0.022, 0.313, 0.215, 0.318


# 5
3 unconnected molecules or ions with the total composition C27H39N6O7S4. Source: the OMol25 dataset; level of theory: ωB97M-V with the def2-TZVPD basis set.

Its total charge is +1. The value obtained for the total energy is -95236.762 eV. The LUMO energy comes out at -4.57 eV. The calculation puts the HOMO-LUMO gap at 6.52 eV.

Atoms and positions in Å:
S -3.0483 -1.1025 3.7976
S -4.0102 -1.1249 0.9123
S -1.9561 3.7924 2.6207
S -3.3126 2.3303 4.7454
O 4.5101 0.6666 -5.4215
O 2.6043 1.5357 -6.2718
O 5.5898 0.2002 2.5783
O -0.3230 -3.7537 -2.6243
O 1.5389 -3.2740 -3.6062
O 4.4742 2.0117 -7.2364
O 1.5912 -4.6192 -1.7913
N -3.4847 -3.2928 2.2846
N 1.7525 0.0633 1.0952
N -4.2095 -5.2934 1.8413
N -6.5245 4.3756 2.1328
N 2.5216 1.0178 0.6383
N -4.7007 3.3371 2.7462
C -3.5198 -1.8920 2.2596
C -0.3666 -1.1955 2.7944
C -1.0369 -4.4233 -1.5839
C -2.6090 -4.1487 2.9155
C 0.9963 -3.9524 -2.5954
C 4.1959 0.4963 2.4530
C -3.0845 -5.3887 2.6220
C 3.9744 0.9030 0.9928
C -1.3944 -0.3540 3.5767
C -6.5547 3.0800 1.7058
C 3.9251 1.3389 -6.2323
C 0.4887 0.1230 0.7647
C -1.5006 1.2217 -0.4667
C -4.4478 -4.0462 1.6319
C 0.8182 2.1299 -0.4749
C -2.4174 1.9247 0.5855
C -5.4302 2.3870 2.0540
C 2.1553 2.0315 -0.1031
C 3.8553 1.6441 3.4518
C 1.8906 0.8609 -5.2420
C -5.3830 4.5068 2.7573
C -0.3830 -1.0193 1.2567
C 2.9616 -3.3920 -3.6947
C -0.0650 1.1660 -0.0489
C 5.8974 1.8925 -7.3212
C -3.4336 3.1367 3.3544
C -2.0284 3.4025 0.8263
H 0.8356 1.0909 -5.3684
H 3.2547 -4.4273 -3.8578
H 3.2868 -2.7989 -4.5456
H 2.8452 2.7802 -0.4704
H 3.7372 2.5734 2.8818
H -0.9132 -5.5019 -1.6572
H 4.4727 1.8450 0.7507
H 3.4364 -2.9990 -2.7967
H -1.7600 -3.8271 3.4916
H 0.6278 -0.8888 3.1442
H 6.3701 2.2862 -6.4229
H 4.6635 1.7095 4.1788
H -7.3584 2.6159 1.1480
H -2.7793 4.0530 0.3678
H 6.0570 1.0200 2.3726
H -0.7091 -4.0677 -0.6067
H 6.2158 2.4835 -8.1750
H 4.3872 0.1425 0.3203
H -1.0030 -0.2410 4.5935
H -1.3737 -0.9832 0.8139
H -1.4315 0.6686 3.1828
H 3.6714 -0.4226 2.7117
H 2.2079 1.2127 -4.2595
H -5.1286 1.3690 1.8627
H -2.0900 -4.1839 -1.7081
H 2.9130 1.4206 3.9621
H 0.0975 -1.9188 0.8403
H -1.0440 3.6484 0.4247
H -5.2612 -3.6518 1.0455
H -1.9001 0.2258 -0.6725
H -5.0717 5.4407 3.2043
H 6.1871 0.8556 -7.4815
H 0.4853 2.9448 -1.1083
H 2.0239 -0.2170 -5.3232
H -3.4656 1.8073 0.3089
H -1.6120 1.8048 -1.3897
H -2.2851 1.3712 1.5209
H -0.4814 -2.2519 3.0390
H -2.6250 -6.2920 2.9968

Results of the Mulliken charge analysis, in e, for atoms 1 through 8: -0.078, -0.300, -0.151, -0.084, -0.555, -0.316, -0.572, -0.320


# 6
A molecular structure, C27H39N7O10P2RbS2Te. Source: the OMol25 dataset; level of theory: ωB97M-V with the def2-TZVPD basis set.

Its total charge is -1. Its energy relative to the best compared isomer or geometry (same formula, charge and spin) is 0.0 kcal per mole. The value obtained for the total energy is -107742.074 eV. The LUMO energy comes out at 1.96 eV. The calculation puts the HOMO-LUMO gap at 6.68 eV.

Atoms and positions in Å:
Te -1.7426 0.9867 -3.0310
Rb 0.1410 0.2680 0.4135
S -0.6082 -4.6402 -0.5615
S 3.4863 2.7951 -1.2058
P 3.1992 -1.8291 0.9514
P 2.8920 0.7556 2.5197
O -0.2391 -4.2925 2.6397
O 2.7402 -3.2293 0.9739
O 3.4269 1.1691 3.9896
O 4.7835 -1.7049 0.5913
O 2.5596 -0.8228 0.0047
O 4.0021 1.3158 1.5508
O 1.5348 1.2670 2.2552
O -1.0000 -2.0180 1.7626
O 0.4776 2.5875 -1.5896
O 4.3637 -1.3451 3.2780
N 1.0718 3.5673 -2.2094
N -0.5344 -2.2813 -1.5278
N 4.0565 -0.2902 -1.9935
N 1.4306 -0.9277 -4.6062
N -1.8985 2.6234 1.1013
N -2.5357 0.0956 2.0730
N -2.9568 -1.0903 2.5955
C 0.2224 -3.2769 -1.1674
C -2.8558 -5.5973 4.7638
C 2.4694 -1.2671 -3.6508
C 3.1095 -1.0593 2.6385
C -1.4066 -4.3417 3.2998
C 1.9463 -1.6501 3.4259
C -2.3405 -3.2957 3.2560
C -2.0458 -2.0465 2.4749
C -4.2159 3.1992 1.1753
C 2.1336 5.7305 -3.5805
C -1.8503 -2.5887 -1.3023
C 0.2825 4.3887 -2.9560
C -3.2584 2.1890 -2.1501
C -3.4713 0.9234 1.8019
C 2.4244 3.7913 -2.1146
C 0.7662 5.4659 -3.6470
C -3.7933 -4.5680 4.7297
C -1.6748 -5.4863 4.0575
C -3.1691 2.2863 1.3443
C -2.6122 4.8286 0.4963
C -1.6378 3.8565 0.6871
C 2.9244 4.8985 -2.8294
C -3.1359 -0.3266 -3.9764
C -2.0895 -3.8263 -0.7994
C -3.9319 4.4826 0.7481
C -3.5228 -3.4351 3.9832
C 3.3552 -0.0770 -3.2845
H -3.7880 -0.7864 -3.2368
H -5.2326 2.8883 1.3804
H 5.3250 -2.0716 1.3040
H -2.3366 5.8178 0.1558
H 2.7460 0.8158 -3.1558
H 3.9885 5.0674 -2.7473
H -2.5593 -1.1043 -4.4734
H 3.3717 -0.5258 -1.1569
H 4.1112 0.1223 -4.0465
H 4.3789 -0.8679 4.1165
H -2.6022 -1.8379 -1.4986
H 4.7181 -1.0627 -2.0374
H 1.3026 -3.2539 -1.1721
H -0.7549 4.0933 -2.9418
H 0.0821 6.0777 -4.2173
H -3.8835 2.6384 -2.9188
H -2.7618 2.9661 -1.5744
H 2.8729 1.8734 4.3522
H 3.5859 1.8177 0.8070
H 2.5683 6.5709 -4.1056
H -0.5929 4.0689 0.4834
H 1.8218 -0.5245 -5.4495
H -4.2256 -2.6143 3.9418
H 4.5745 0.5390 -1.7011
H -0.2675 -3.4488 2.1143
H 1.9185 -1.2214 4.4315
H 3.0695 -2.0787 -4.0740
H -4.5185 0.6474 1.9438
H -4.7297 5.2025 0.6099
H -3.7286 0.2145 -4.7108
H -0.9297 -6.2717 4.0685
H -3.0479 -6.4910 5.3465
H -4.7194 -4.6485 5.2847
H 0.9862 -1.4592 2.9445
H -3.8549 1.5763 -1.4794
H 0.8009 -0.2375 -4.2109
H -3.0337 -4.2587 -0.5144
H 2.0764 -2.7298 3.4864
H 1.9954 -1.6607 -2.7479

Results of the Mulliken charge analysis, in e, for atoms 1 through 8: 0.372, 0.367, -0.219, -0.378, 1.062, 0.558, -0.607, -0.886